1.
DFT (wB97M-V/def2-TZVPD) results for a molecular structure, C24H14Cl48N2OS.

```
90
C24H14Cl48N2OS, DFT wB97M-V/def2-TZVPD
C -0.3740 -2.4445 0.9732
C 3.4812 -8.5106 4.4221
C 3.4743 -3.5194 1.8815
C -0.2597 -2.4315 -0.5455
Cl 0.8057 4.9684 -2.0063
Cl -1.6233 -6.5134 8.3643
Cl -6.5402 4.4343 -11.3045
C 0.0470 4.4852 -12.2132
H 0.4086 -4.1394 -1.7438
Cl 1.0567 -5.4257 8.3366
Cl 2.3759 -2.9553 6.9697
C -0.8579 12.3060 1.8281
C -3.9846 -3.4468 1.7349
H -2.8199 -3.4544 -0.0850
Cl -2.5046 12.6508 1.2948
Cl -0.0715 7.6172 -2.7221
Cl 3.8675 -7.7793 2.8608
Cl -0.2520 10.8624 1.0060
H -0.8464 -1.7548 5.9576
C -1.5069 1.4847 -7.9709
H -0.0764 -1.4461 1.3180
Cl 3.9647 -1.1347 8.5450
Cl -0.3000 6.1559 -12.6727
Cl 4.7773 -9.6128 4.8952
H 0.3579 -3.1254 1.4163
Cl -0.7983 4.0965 -10.7145
Cl 0.2865 -7.3284 10.3685
O -1.0909 -1.4315 -1.1397
H -0.6353 -0.5937 -1.0086
H -1.2645 -3.6565 -1.9737
Cl 2.3492 -3.4215 3.2369
C -2.8148 -3.2153 0.9672
Cl 11.0514 -3.5830 2.9548
H -3.7078 -2.7638 5.7319
Cl -2.0981 1.6972 -3.8403
Cl 3.3085 -7.2449 5.6370
C 1.1814 6.6900 -1.8954
H -1.9037 -4.6235 6.1638
C -1.7250 -2.6998 1.5925
C -0.4788 -3.7876 -1.2258
Cl 5.0636 -3.9947 2.4799
Cl -3.8836 4.3110 -10.1812
Cl 8.9659 -3.0059 1.0464
Cl -3.8358 12.0757 -2.8707
S -6.1210 -4.0788 2.5245
C -1.5493 -2.5735 5.8444
Cl -0.4986 3.3980 -13.4947
Cl 1.7894 4.2881 -11.9835
C -0.3492 1.6307 -3.6447
Cl -4.4824 6.2215 -12.2535
Cl 1.2480 7.1826 -0.1966
Cl -2.4759 0.3691 -7.0061
Cl -1.8985 1.2909 -9.6792
C -2.8901 10.5858 -2.9380
Cl 0.3850 3.0490 -4.3957
H -0.1758 -3.9903 6.4779
Cl 2.7449 6.9993 -2.6573
Cl -1.8608 3.1489 -7.4739
Cl 0.2080 1.1525 -7.7169
Cl 0.2788 0.1648 -4.3986
C -4.0452 -3.1571 3.1366
H -3.0788 -1.1705 5.3456
Cl 4.8673 -1.9494 5.9267
Cl -4.3479 3.4076 -12.8734
C 4.0239 -2.4659 7.3895
C 0.0807 -6.8602 8.6787
N -5.2079 -3.4780 3.7072
C -2.8987 -2.5788 3.7540
Cl 0.1846 13.6776 1.4413
Cl 4.8688 -3.8396 8.1071
Cl 8.2959 -4.1029 3.6257
C -1.1994 -3.8028 6.1919
H -0.8627 -4.5255 -0.5230
H 0.7774 -2.1420 -0.7607
Cl 0.0476 1.6087 -1.9143
Cl 0.6325 -8.1533 7.6164
Cl 2.8915 -4.7152 0.7172
Cl -2.4363 10.0972 -1.3052
Cl -1.4265 10.8595 -3.8899
Cl 9.2395 -1.3869 3.4177
Cl -0.8506 12.0331 3.5732
C -1.8053 -2.3644 2.9891
N -5.1245 -3.9815 1.2765
Cl -3.8513 9.3085 -3.6922
C 9.3910 -3.0185 2.7601
C -4.8149 4.5948 -11.6507
Cl 3.5844 -1.9398 1.0943
Cl 1.9633 -9.4080 4.2923
H -0.9280 -1.9346 3.4575
C -2.8919 -2.2416 5.2331
```

Its net charge is 0. For the largest force on an atom, the calculation gives 0.9 eV/Å. For the total energy, the calculation gives -23594.89277 Ha. The LUMO energy comes out at -0.0069 Eh. The HOMO energy is -8.60 eV. The HOMO-LUMO gap comes out at 8.41 eV.

2.
DFT (wB97M-V/def2-TZVPD) results for 2 unconnected molecules or ions with the total composition C5H9O2P in a non-equilibrium geometry.

```
17
C5H9O2P, DFT wB97M-V/def2-TZVPD
C -0.6657 -2.2597 0.0507
H -1.5747 -2.7916 -0.1452
C 2.2199 -0.1882 -0.0301
H 1.7920 1.8174 0.6448
H -0.3932 -2.7429 1.0914
H -2.0638 1.6022 -1.2249
H -3.4134 2.0117 0.0629
H -1.7455 1.8764 0.3176
H 0.1777 -2.4133 -0.6752
P -2.5243 -0.3970 0.2681
O 2.6112 -1.3041 -0.1475
H 2.5765 1.6230 -0.9902
C 2.5095 1.2460 -0.0079
C -2.5754 1.4147 -0.1837
O 0.3341 -0.0460 0.2944
H 3.5064 1.3170 0.4832
C -0.7716 -0.7654 0.1914
```

Its net charge is 0. For the largest force on an atom, the calculation gives 5.0 eV/Å. For the total energy, the calculation gives -687.60989 Ha. The LUMO energy comes out at -0.0061 Eh. The value obtained for the energy relative to the best compared isomer or geometry (same formula, charge and spin) is 93.8 kcal per mole. The HOMO energy is -6.75 eV. The HOMO-LUMO gap comes out at 6.59 eV.

3.
DFT (wB97M-V/def2-TZVPD) results for a molecular structure, C21H43N2P3S2W in a non-equilibrium geometry.

```
72
C21H43N2P3S2W, DFT wB97M-V/def2-TZVPD
H 6.6616 -0.6535 2.0389
C 1.4829 3.2746 0.8650
H -5.3910 -0.8598 -2.6783
C 0.6996 2.0979 -2.5152
N 4.5958 -1.3256 -0.3919
H 0.4774 -3.7570 -1.2141
H 0.3967 3.3456 0.7681
H 4.1070 0.7791 -1.5263
C 3.8792 -1.5297 0.7256
C -0.9156 0.6396 1.1408
P -0.5320 -1.5562 -0.8747
H -2.4852 -3.0046 -0.6225
H -0.9210 -1.3578 2.0538
H 0.0335 -0.1463 2.9587
H 1.8057 0.9260 3.8075
H 5.0410 -1.2428 3.9164
H 3.3341 -0.8660 3.4620
H 1.8402 4.0368 1.5670
H -0.7946 -3.4550 -2.4187
N 4.6132 -1.3131 1.8373
C 1.4912 1.8017 3.2331
H 2.0032 2.6888 3.6212
P 1.9202 1.5721 1.4474
H -2.1350 0.1014 -1.6409
H -0.3138 1.7471 -2.7243
C -7.4449 0.2902 -1.3862
C -7.9460 -0.2759 1.2975
H -1.0393 -0.3519 -2.9546
H 2.2927 0.2586 -4.0461
C 0.0447 -3.0037 -1.8777
H 3.4299 2.3695 -1.1379
H 3.9314 -2.5667 3.3933
H -1.8467 0.4554 0.6013
H 1.1650 2.4369 -3.4494
H 1.9266 3.4663 -0.1145
H -9.6069 1.0906 1.1213
H 0.4131 1.9299 3.3567
H 6.6344 -0.6694 -0.6335
H -6.2356 -1.5802 1.1911
H 0.9369 -0.7648 -3.5357
H 3.5527 1.8584 -2.8333
C -6.8738 -0.8863 0.6511
W 0.9188 -0.1711 0.2823
C 5.8246 -0.9116 1.4033
H 4.2858 -1.4686 -1.3777
H -8.1344 -0.5020 2.3433
H -9.1493 1.5878 -1.2745
C 4.2086 -1.5045 3.2286
H -7.2546 0.5148 -2.4321
C 3.3491 1.5147 -1.8126
P 1.6667 0.7287 -1.7040
C -0.3841 -0.4153 1.9923
H -2.3754 -1.4404 -2.5139
H 2.5792 -1.1485 -2.9895
C -6.6166 -0.6057 -0.6981
H 4.2778 1.5109 0.7121
H -1.4078 -3.1292 0.7932
H 0.6175 2.9416 -1.8262
S -5.2373 -1.4149 -1.4630
C -1.6293 -0.7400 -2.1217
C 1.8877 -0.3323 -3.2165
H 0.8093 -2.7006 -2.5937
C 5.8115 -0.9203 0.0224
C 3.7559 1.7785 1.6311
C -1.8545 -2.4398 0.0723
H -0.8900 1.6671 1.5084
H 4.1089 1.1252 2.4316
C -8.5147 0.8948 -0.7289
S 2.3698 -2.1261 0.7271
H -2.4761 -1.7244 0.6161
H 3.9969 2.8143 1.8951
C -8.7723 0.6169 0.6136
```

Its net charge is +4. For the largest force on an atom, the calculation gives 5.9 eV/Å. As for the expectation value of S²: 2.031. For the total energy, the calculation gives -2821.43631 Ha. The LUMO energy (spin up / spin down) comes out at -0.5097 / -0.5170 Eh. The value obtained for the energy relative to the best compared isomer or geometry (same formula, charge and spin) is 0.0 kcal per mole. The spin multiplicity is 3. The HOMO energy (spin up / spin down) is -19.33 / -19.46 eV. The HOMO-LUMO gap (spin up / spin down) comes out at 5.46 / 5.39 eV.

4.
DFT (wB97M-V/def2-TZVPD) results for 2 unconnected molecules or ions with the total composition C3H4FN in a non-equilibrium geometry.

```
9
C3H4FN, DFT wB97M-V/def2-TZVPD
H -0.6513 1.5810 -0.3337
C 2.2107 0.5421 0.3047
H -0.9579 -2.0947 0.9355
F 3.4752 0.4073 0.1031
H -2.4146 1.1685 -0.6431
C -0.7705 -1.5670 0.0533
N -1.1167 -0.4127 -0.1311
H 1.5847 -0.4630 0.1120
C -1.3595 0.8384 -0.4007
```

Its net charge is 0. For the largest force on an atom, the calculation gives 3.8 eV/Å. For the total energy, the calculation gives -271.07319 Ha. The LUMO energy comes out at -0.0133 Eh. The value obtained for the energy relative to the best compared isomer or geometry (same formula, charge and spin) is 144.3 kcal per mole. The HOMO energy is -8.17 eV. The HOMO-LUMO gap comes out at 7.81 eV.